Entry 1:
A 2-piece molecular cluster, C4H12S overall at a distorted geometry. Source: the Open Molecules 2025 dataset; level of theory: ωB97M-V with the def2-TZVPD basis set.

Structure (XYZ):
```
17
Properties=species:S:1:pos:R:3:forces:R:3
C 0.437534 3.232897 0.090862 1.596 0.750 -0.521
C 1.588157 2.428824 0.721120 0.330 -0.186 0.434
S 0.886790 0.845836 1.353118 0.350 -0.221 -0.267
H -0.547769 2.904476 0.416044 0.091 0.023 -0.405
H 0.559266 4.320085 0.222818 -0.131 -0.326 0.605
H 0.689701 3.163181 -0.964134 -1.205 -0.427 -0.434
H 2.020473 2.928435 1.582806 -0.069 0.090 0.139
H 2.444950 2.272563 0.025131 -0.873 -0.117 0.384
H 1.769378 -0.065971 0.886148 -0.092 0.409 0.061
C -2.597163 -3.395053 -1.451996 1.573 0.402 0.879
C -1.091063 -3.600774 -1.779043 0.268 0.099 -0.118
H -2.679828 -2.905059 -0.473738 -0.099 0.055 -0.208
H -3.117714 -2.773668 -2.179212 0.006 -0.295 -0.107
H -3.026826 -4.375092 -1.320956 -0.511 -0.222 -0.274
H -0.469752 -2.705382 -1.920082 -0.722 0.202 -0.401
H -0.991668 -4.242845 -2.658051 0.113 0.186 -0.033
H -0.496389 -4.072116 -0.991959 -0.626 -0.420 0.264
```
Positions in Å, forces in eV/Å.

Properties
Lowest unoccupied orbital energy: 0.883 eV
Structure (SMILES): CCS.CC
Multiplicity: 1
Relative energy (zero: lowest compared OMol25 entry of this formula, charge and spin): 0.551 eV



Entry 2:
C28H27N3O2PRuS2 as an isolated structure at a distorted geometry. Source: the Open Molecules 2025 dataset; level of theory: ωB97M-V with the def2-TZVPD basis set.

Structure (XYZ):
```
64
Properties=species:S:1:pos:R:3:forces:R:3
Ru -0.014739 -0.372687 -1.370483 -1.188 0.132 0.139
N -1.117443 -2.151275 -1.856714 0.082 0.004 0.053
C -1.532417 -3.017474 -0.751237 0.039 0.092 0.224
C -1.972416 -4.306706 -1.011000 0.010 0.077 0.026
C -2.350408 -5.120653 0.043955 -0.017 -0.023 0.054
C -2.287917 -4.653274 1.351972 -0.014 -0.046 -0.024
C -1.843747 -3.368036 1.607046 0.007 0.022 -0.070
C -1.466911 -2.533550 0.555443 -0.014 -0.081 -0.179
P -0.793817 -0.867644 0.794547 0.219 -0.067 -0.276
C 0.385792 -1.031901 2.163408 0.070 -0.081 0.006
C 0.241302 -0.328556 3.355720 -0.029 -0.002 -0.042
C 1.175975 -0.481606 4.370951 -0.030 0.036 0.018
C 2.251160 -1.337247 4.204171 0.050 -0.026 0.020
C 2.397629 -2.050259 3.020625 -0.030 0.015 -0.024
C 1.473008 -1.899289 2.000913 -0.099 0.088 0.060
C -2.117112 0.198666 1.400335 -0.034 -0.007 0.024
C -3.387765 -0.265992 1.720272 -0.006 -0.033 0.002
C -4.366684 0.625392 2.138618 -0.006 0.026 0.008
C -4.078485 1.977671 2.243102 0.002 -0.006 -0.005
C -2.811478 2.447608 1.919058 -0.002 -0.010 0.007
C -1.835718 1.563654 1.490379 0.004 0.023 0.005
H -0.572489 -2.689915 -2.526729 0.013 -0.058 0.073
H -1.941230 -1.837183 -2.362781 -0.033 -0.068 -0.017
H -2.013543 -4.674496 -2.029188 0.004 0.000 -0.005
H -2.687994 -6.128950 -0.154104 0.000 0.000 0.001
H -2.574311 -5.298839 2.170962 0.000 -0.002 -0.001
H -1.767510 -3.008522 2.626091 0.004 -0.001 0.010
H -0.601972 0.333664 3.498637 0.008 0.011 0.018
H 1.057665 0.067419 5.295688 -0.007 0.002 -0.005
H 2.975085 -1.455278 4.999795 0.002 -0.003 -0.007
H 3.233008 -2.726045 2.894039 -0.001 -0.004 -0.011
H 1.591663 -2.456362 1.082405 -0.004 -0.031 -0.056
H -3.622585 -1.320241 1.642929 0.005 0.015 -0.004
H -5.354455 0.260140 2.385976 -0.002 0.000 0.000
H -4.842809 2.668834 2.572634 0.000 0.000 0.002
H -2.587209 3.503302 1.994484 0.000 0.001 -0.002
H -0.852177 1.932596 1.216251 0.009 -0.013 0.021
O 1.724295 -1.445235 -1.103849 0.123 0.193 -0.125
N 2.745070 -0.680767 -0.919825 -0.146 0.298 0.139
N 2.469326 0.534429 -0.686471 -0.096 -0.418 -0.061
O 1.217382 1.008968 -0.625586 0.496 0.090 0.043
C 3.522529 1.454969 -0.367857 0.060 0.011 0.002
C 3.274124 2.807529 -0.526519 0.038 -0.007 0.030
C 4.286809 3.704301 -0.221571 0.006 -0.001 -0.007
C 5.516848 3.246194 0.226661 -0.003 0.004 -0.004
C 5.740673 1.884000 0.379507 -0.003 0.002 -0.001
C 4.740219 0.972365 0.088008 0.021 0.049 0.006
H 2.308929 3.142044 -0.875575 -0.005 -0.002 -0.002
H 4.111754 4.764999 -0.338941 0.003 0.002 0.001
H 6.302919 3.951093 0.460913 -0.001 0.001 0.002
H 6.697131 1.527049 0.736102 0.002 0.002 0.000
H 4.895617 -0.089093 0.211613 -0.003 0.005 0.000
C -2.449518 2.789284 -3.709802 0.030 -0.016 -0.075
C -1.513610 1.701698 -3.261932 -0.018 -0.062 0.237
S -1.755708 1.070838 -1.724761 0.816 -0.354 -0.617
C -0.495766 1.199347 -4.118328 0.151 -0.252 0.240
C -0.340950 1.677453 -5.535297 -0.074 0.054 0.000
S 0.547144 -0.002915 -3.587931 -0.429 0.423 0.141
H -3.169887 3.022145 -2.929799 0.000 -0.001 0.013
H -2.996718 2.487140 -4.604909 -0.004 0.010 0.009
H -1.895824 3.698045 -3.953160 -0.006 0.001 -0.003
H -1.082168 2.428168 -5.796351 0.017 -0.011 -0.021
H -0.436714 0.841415 -6.228295 0.005 -0.009 0.000
H 0.649151 2.107571 -5.684216 0.005 0.008 0.009
```
Positions in Å, forces in eV/Å.

Properties
Lowest unoccupied orbital energy (spin up / spin down): -4.754 / -4.749 eV
Total charge: +1
Multiplicity: 1
Relative energy (zero: lowest compared OMol25 entry of this formula, charge and spin): 0.172 eV



Entry 3:
A 2-piece molecular cluster, C4H8N2O overall at a distorted geometry. Source: the Open Molecules 2025 dataset; level of theory: ωB97M-V with the def2-TZVPD basis set.

Structure (XYZ):
```
15
Properties=species:S:1:pos:R:3:forces:R:3
C 2.660663 0.632847 -0.361533 0.100 0.052 -0.086
C 1.403723 -0.174530 -0.501404 0.097 -0.162 -0.384
O 1.017418 -0.694248 -1.515475 0.206 0.247 0.557
C 0.735609 -0.315719 0.823632 -0.009 -0.080 1.131
N 0.558378 -0.394167 1.968301 0.263 0.102 -0.980
H 3.319629 0.106653 0.337423 -0.019 0.109 -0.088
H 3.143441 0.751344 -1.331127 -0.048 -0.003 0.103
H 2.425309 1.603788 0.086131 0.054 -0.111 -0.071
C -2.524696 0.224496 0.207847 -0.197 0.164 0.053
N -1.442089 -0.675998 -0.145715 -0.200 -0.279 -0.062
H -2.692979 0.931897 -0.609654 0.007 -0.084 0.123
H -2.230046 0.800084 1.093394 -0.079 -0.089 -0.119
H -3.474341 -0.282379 0.429539 0.073 0.136 -0.039
H -1.566618 -1.122475 -1.045451 -0.106 0.025 0.070
H -1.333398 -1.391593 0.564098 -0.140 -0.026 -0.207
```
Positions in Å, forces in eV/Å.

Properties
Lowest unoccupied orbital energy: 0.179 eV
Structure (SMILES): CC(=O)C#N.CN
Multiplicity: 1
Relative energy (zero: lowest compared OMol25 entry of this formula, charge and spin): 2.312 eV